Record 1
Formula: C14H14N3O6Rb
Source: OMol25
Level of theory: ωB97M-V/def2-TZVPD

Computed properties:
Lowest unoccupied orbital energy, eV: 4.00
2S+1: 1
Highest occupied orbital energy, eV: 0.5
Charge: -2
Relative energy (zero: lowest compared OMol25 entry of this formula, charge and spin), kJ/mol: 224.1
Max |F|, eV/Å: 1.7

Last column: Löwdin charge in e.
Positions of all 38 atoms, in Å:
Rb (0.50, -0.19, 0.44)  1.02
O (-2.26, -3.53, 6.11)  0.04
C (-1.11, -3.10, 5.43)  -0.45
O (-0.07, -3.23, 6.00)  0.13
C (-1.40, -2.54, 4.12)  -0.07
C (-2.68, -2.19, 3.67)  -0.05
N (-2.54, -1.74, 2.40)  0.01
N (-1.27, -1.79, 2.00)  0.03
C (-0.55, -2.26, 2.99)  -0.12
C (0.98, -2.41, 2.73)  -0.72
O (1.71, -2.61, 3.70)  0.01
O (1.29, -2.33, 1.53)  -0.24
H (-3.03, -3.45, 5.53)  0.05
H (-3.64, -2.18, 4.15)  0.11
H (-3.25, -1.35, 1.80)  0.16
N (1.74, 1.41, -2.20)  -0.04
C (0.36, 1.90, -2.09)  -0.25
C (-0.58, 0.69, -2.46)  -0.80
O (-0.38, 0.22, -3.59)  -0.08
O (-1.43, 0.36, -1.61)  -0.15
H (2.37, 2.18, -2.39)  0.05
H (1.73, 0.81, -3.02)  0.05
H (0.15, 2.70, -2.81)  0.10
H (0.16, 2.26, -1.08)  0.06
C (-0.54, 3.13, 1.72)  -0.11
C (0.35, 2.50, 2.55)  -0.45
C (-0.06, 1.64, 3.62)  -0.12
C (0.83, 1.06, 4.47)  -0.15
C (2.20, 1.31, 4.37)  -0.17
C (2.64, 2.13, 3.34)  -0.16
C (1.77, 2.70, 2.45)  -0.12
H (-0.20, 3.81, 0.94)  0.00
H (-1.61, 3.00, 1.83)  0.00
H (-1.13, 1.46, 3.75)  0.09
H (0.48, 0.40, 5.25)  0.09
H (2.90, 0.86, 5.06)  0.07
H (3.71, 2.33, 3.24)  0.08
H (2.15, 3.35, 1.67)  0.09

=====

Record 2
Formula: C4H14NOS2
Source: OMol25
Level of theory: ωB97M-V/def2-TZVPD

Computed properties:
Lowest unoccupied orbital energy, eV: -3.30
2S+1: 1
Highest occupied orbital energy, eV: -12.4
Charge: +1
Relative energy (zero: lowest compared OMol25 entry of this formula, charge and spin), kJ/mol: 136.7
Max |F|, eV/Å: 3.1

Last column: Löwdin charge in e.
Positions of all 22 atoms, in Å:
N (-0.53, 2.42, 1.29)  0.12
C (-0.48, 2.56, -0.20)  -0.19
C (-0.57, 1.22, -0.90)  -0.52
S (-1.28, -0.26, -0.14)  0.52
S (0.34, -1.55, -0.08)  0.51
C (0.36, -2.59, -1.63)  -0.54
C (1.44, -3.68, -1.50)  -0.17
H (0.36, 2.55, 1.78)  0.16
H (-1.07, 3.10, 1.80)  0.16
H (-0.84, 1.46, 1.57)  0.07
H (0.42, 3.14, -0.45)  0.14
H (-1.12, 3.40, -0.55)  0.14
H (0.47, 0.90, -1.00)  0.05
H (-1.07, 1.22, -1.85)  0.07
H (-0.58, -3.13, -1.73)  0.06
H (0.53, -2.07, -2.59)  0.08
H (2.16, -3.52, -2.31)  0.07
H (1.04, -4.60, -2.00)  0.10
H (1.93, -3.79, -0.57)  0.05
H (-1.31, 1.04, 3.81)  0.08
H (0.29, 0.87, 3.82)  0.08
O (-0.47, 1.31, 3.43)  -0.04

=====

Record 3
Formula: C20H22FN5O2S
Source: OMol25
Level of theory: ωB97M-V/def2-TZVPD

Computed properties:
Lowest unoccupied orbital energy, eV: 0.50
2S+1: 1
Highest occupied orbital energy, eV: -7.9
Structure (SMILES): CCn1c(CNc2ccc(OC)cc2)nnc1SCC(=O)Nc1ccc(F)cc1
Relative energy (zero: lowest compared OMol25 entry of this formula, charge and spin), kJ/mol: 0.0
Max |F|, eV/Å: 1.2

Last column: Löwdin charge in e.
Positions of all 51 atoms, in Å:
C (2.36, 0.91, -0.03)  -0.06
C (1.42, 2.09, 0.16)  -0.19
N (0.10, 1.79, -0.33)  -0.01
C (-1.00, 1.32, 0.35)  -0.29
C (-1.02, 1.04, 1.81)  -0.12
N (-0.05, 0.01, 2.12)  0.01
C (0.62, -0.09, 3.33)  -0.28
C (1.07, -1.33, 3.76)  -0.03
C (1.82, -1.48, 4.91)  -0.02
C (2.14, -0.37, 5.68)  -0.29
O (2.87, -0.39, 6.84)  -0.09
C (3.34, -1.63, 7.30)  -0.10
C (1.69, 0.88, 5.27)  0.00
C (0.94, 1.02, 4.11)  -0.03
N (-1.99, 1.14, -0.47)  0.08
N (-1.58, 1.48, -1.71)  -0.01
C (-0.33, 1.86, -1.62)  -0.60
S (0.68, 2.41, -2.92)  1.01
C (-0.56, 2.59, -4.25)  -0.35
C (-0.85, 1.28, -4.98)  -0.54
O (-0.38, 1.06, -6.07)  0.06
N (-1.66, 0.47, -4.27)  0.12
C (-2.12, -0.81, -4.60)  -0.22
C (-2.89, -1.47, -3.65)  -0.01
C (-3.39, -2.73, -3.91)  -0.01
C (-3.11, -3.32, -5.13)  -0.29
F (-3.60, -4.56, -5.38)  0.05
C (-2.35, -2.68, -6.09)  0.00
C (-1.86, -1.42, -5.83)  0.00
H (3.35, 1.17, 0.32)  0.08
H (2.43, 0.64, -1.08)  0.07
H (2.01, 0.05, 0.54)  0.06
H (1.79, 2.96, -0.40)  0.11
H (1.34, 2.34, 1.22)  0.12
H (-2.05, 0.75, 2.08)  0.13
H (-0.77, 1.95, 2.36)  0.11
H (-0.33, -0.90, 1.75)  0.14
H (0.84, -2.21, 3.17)  0.11
H (2.15, -2.47, 5.19)  0.10
H (2.52, -2.32, 7.52)  0.09
H (3.88, -1.42, 8.22)  0.09
H (4.02, -2.10, 6.58)  0.09
H (1.93, 1.74, 5.87)  0.12
H (0.62, 2.02, 3.83)  0.10
H (-0.12, 3.30, -4.95)  0.08
H (-1.46, 3.01, -3.80)  0.09
H (-1.92, 0.79, -3.33)  0.08
H (-3.10, -0.99, -2.70)  0.11
H (-3.99, -3.26, -3.18)  0.12
H (-2.16, -3.17, -7.03)  0.12
H (-1.26, -0.91, -6.56)  0.10

=====

Record 4
Formula: C4H10O2
Source: OMol25
Level of theory: ωB97M-V/def2-TZVPD

Computed properties:
Lowest unoccupied orbital energy, eV: 0.79
2S+1: 1
Highest occupied orbital energy, eV: -10.1
Structure (SMILES): CC[C@@H](O)CO
Relative energy (zero: lowest compared OMol25 entry of this formula, charge and spin), kJ/mol: 58.5
Max |F|, eV/Å: 0.4

Last column: Löwdin charge in e.
Positions of all 16 atoms, in Å:
C (-2.17, -0.61, 0.05)  -0.10
C (-1.02, 0.35, 0.33)  -0.22
C (0.32, -0.23, -0.11)  -0.42
O (0.29, -0.40, -1.51)  -0.02
C (1.49, 0.66, 0.28)  -0.22
O (2.65, 0.03, -0.24)  -0.06
H (-3.13, -0.19, 0.36)  0.07
H (-2.22, -0.85, -1.02)  0.07
H (-2.03, -1.55, 0.60)  0.08
H (-1.18, 1.29, -0.20)  0.12
H (-0.97, 0.58, 1.40)  0.12
H (0.48, -1.20, 0.39)  0.15
H (1.19, -0.65, -1.77)  0.09
H (1.53, 0.77, 1.37)  0.13
H (1.35, 1.66, -0.17)  0.13
H (3.42, 0.34, 0.24)  0.09

=====

Record 5
Formula: C3H2Cl2N2
Source: OMol25
Level of theory: ωB97M-V/def2-TZVPD

Computed properties:
Lowest unoccupied orbital energy, eV: 0.41
2S+1: 1
Highest occupied orbital energy, eV: -8.2
Relative energy (zero: lowest compared OMol25 entry of this formula, charge and spin), kJ/mol: 315.2
Max |F|, eV/Å: 4.2

Last column: Löwdin charge in e.
Positions of all 9 atoms, in Å:
C (0.33, 0.77, -0.02)  -0.17
C (0.64, -0.56, 0.02)  -0.23
C (2.53, 0.99, -0.01)  -0.71
N (1.44, 1.57, -0.03)  0.03
N (1.94, -0.80, 0.06)  -0.52
Cl (4.14, 1.25, 0.01)  0.78
Cl (2.74, -2.28, -0.02)  0.63
H (-0.64, 1.23, -0.02)  0.09
H (-0.09, -1.35, 0.02)  0.11

=====

Record 6
Formula: C4H6FNS2
Source: OMol25
Level of theory: ωB97M-V/def2-TZVPD

Computed properties:
Lowest unoccupied orbital energy, eV: 0.20
2S+1: 1
Highest occupied orbital energy, eV: -8.6
Structure (SMILES): F[C@H]1C[C@H]1C(=S)NS
Relative energy (zero: lowest compared OMol25 entry of this formula, charge and spin), kJ/mol: 332.9
Max |F|, eV/Å: 3.4

Last column: Löwdin charge in e.
Positions of all 14 atoms, in Å:
F (0.69, 1.97, 0.27)  -0.05
C (0.91, 1.00, -0.77)  -0.22
C (1.64, -0.40, -0.73)  0.03
C (0.08, -0.21, -0.91)  -0.36
C (-0.75, -0.55, 0.26)  -0.81
S (-1.86, -1.77, -0.21)  0.64
N (-0.50, 0.03, 1.48)  -0.43
S (-1.68, 0.02, 2.69)  0.67
H (0.76, 1.49, -1.76)  0.16
H (2.26, -0.53, -1.75)  0.16
H (1.66, -0.92, 0.24)  0.11
H (-0.55, -0.38, -1.86)  0.14
H (0.03, 0.86, 1.44)  0.04
H (-2.69, -0.63, 1.61)  -0.05

=====

Record 7
Formula: C7H14
Source: OMol25
Level of theory: ωB97M-V/def2-TZVPD

Computed properties:
Lowest unoccupied orbital energy, eV: 1.18
2S+1: 1
Highest occupied orbital energy, eV: -9.4
Structure (SMILES): C=CCCC(C)C
Relative energy (zero: lowest compared OMol25 entry of this formula, charge and spin), kJ/mol: 86.4
Max |F|, eV/Å: 1.6

Last column: Löwdin charge in e.
Positions of all 21 atoms, in Å:
C (0.96, 1.54, -1.60)  -0.01
C (1.04, 0.24, -1.34)  -0.22
C (-0.13, -0.69, -1.44)  -0.21
C (-0.42, -1.44, -0.13)  -0.20
C (-0.55, -0.53, 1.10)  -0.40
C (0.89, -0.06, 1.61)  -0.07
C (-1.43, 0.68, 0.87)  -0.08
H (1.81, 2.19, -1.56)  0.05
H (0.03, 2.01, -1.89)  0.06
H (1.99, -0.22, -1.14)  0.11
H (-1.03, -0.12, -1.72)  0.11
H (0.07, -1.43, -2.22)  0.11
H (-1.34, -2.00, -0.27)  0.11
H (0.38, -2.16, 0.05)  0.11
H (-0.97, -1.14, 1.92)  0.12
H (0.73, 0.46, 2.55)  0.07
H (1.50, -0.94, 1.79)  0.07
H (1.42, 0.65, 0.99)  0.05
H (-1.62, 1.19, 1.80)  0.08
H (-2.38, 0.39, 0.43)  0.08
H (-0.94, 1.38, 0.19)  0.06

=====

Record 8
Formula: C35H23Cl2I2O2PSSe4Ti
Source: OMol25
Level of theory: ωB97M-V/def2-TZVPD

Computed properties:
Lowest unoccupied orbital energy (alpha / beta), eV: 1.99 / 1.99
2S+1: 2
Highest occupied orbital energy (alpha / beta), eV: -4.3 / -4.3
Charge: -1
⟨S²⟩: 0.76
Relative energy (zero: lowest compared OMol25 entry of this formula, charge and spin), kJ/mol: 50.3
Max |F|, eV/Å: 0.8

Last column: Löwdin charge in e.
Positions of all 71 atoms, in Å:
Ti (1.93, -0.14, 1.62)  0.01
Se (4.11, 1.18, 2.40)  0.01
Se (5.48, -0.68, 2.73)  -0.10
Se (5.01, -1.92, 0.81)  -0.08
Se (2.77, -2.48, 1.25)  -0.03
I (-0.68, -2.25, 2.70)  1.06
C (-2.06, -3.28, 1.49)  -0.58
C (-2.65, -4.34, 2.13)  -0.19
C (-3.59, -5.17, 1.51)  -0.09
C (-3.93, -4.91, 0.22)  -0.05
C (-3.35, -3.83, -0.49)  -0.17
C (-3.79, -3.61, -1.81)  -0.04
C (-3.29, -2.58, -2.54)  -0.06
C (-2.32, -1.75, -1.96)  -0.10
C (-1.83, -1.92, -0.69)  -0.25
P (-0.53, -0.60, -0.29)  1.05
C (-1.71, 0.80, -0.23)  -0.35
C (-2.18, 1.56, -1.30)  -0.09
C (-3.12, 2.56, -1.10)  -0.08
C (-3.62, 2.81, 0.17)  -0.09
C (-3.17, 2.05, 1.24)  -0.08
C (-2.22, 1.06, 1.04)  -0.14
C (0.33, -0.60, -1.91)  -0.39
C (0.93, -1.82, -2.24)  -0.10
C (1.71, -1.94, -3.38)  -0.07
C (1.91, -0.84, -4.20)  -0.08
C (1.34, 0.38, -3.87)  -0.08
C (0.56, 0.50, -2.72)  -0.11
C (-2.37, -2.98, 0.12)  -0.17
H (-2.38, -4.54, 3.16)  0.07
H (-4.02, -6.00, 2.05)  0.10
H (-4.65, -5.53, -0.30)  0.11
H (-4.53, -4.29, -2.22)  0.11
H (-3.63, -2.40, -3.55)  0.10
H (-1.93, -0.95, -2.58)  0.09
H (-1.83, 1.37, -2.30)  0.09
H (-3.46, 3.14, -1.95)  0.10
H (-4.35, 3.60, 0.32)  0.10
H (-3.55, 2.24, 2.24)  0.10
H (-1.87, 0.49, 1.89)  0.05
H (0.80, -2.68, -1.59)  0.10
H (2.17, -2.89, -3.61)  0.10
H (2.53, -0.93, -5.09)  0.10
H (1.52, 1.25, -4.48)  0.11
H (0.18, 1.48, -2.45)  0.10
Cl (0.60, 2.00, 2.40)  0.80
C (0.09, 1.74, 4.05)  -0.60
C (-0.75, 2.70, 4.59)  -0.12
C (-1.20, 2.55, 5.89)  -0.10
C (-0.80, 1.45, 6.62)  -0.13
C (0.03, 0.50, 6.05)  -0.68
Cl (0.47, -0.87, 7.03)  0.65
C (0.52, 0.60, 4.73)  -0.70
S (1.55, -0.63, 4.06)  0.39
H (-1.04, 3.55, 3.98)  0.10
H (-1.85, 3.30, 6.33)  0.10
H (-1.14, 1.30, 7.64)  0.10
I (6.19, 3.25, -5.36)  0.81
C (4.91, 2.79, -3.77)  -0.74
C (3.86, 3.65, -3.48)  -0.16
C (3.01, 3.33, -2.43)  -0.02
C (3.20, 2.17, -1.69)  -0.13
C (4.27, 1.33, -1.99)  0.01
C (5.13, 1.64, -3.03)  -0.14
C (2.24, 1.82, -0.60)  -0.63
O (1.39, 2.62, -0.22)  -0.01
O (2.38, 0.62, -0.15)  -0.29
H (3.71, 4.55, -4.06)  0.09
H (2.18, 3.98, -2.17)  0.12
H (4.41, 0.43, -1.39)  0.10
H (5.96, 0.98, -3.26)  0.09